An isolated molecule of C4H9NS in a non-equilibrium geometry. Source: the OMol25 dataset; level of theory: wB97M-V/def2-TZVPD.

Results
Orbital gap (eV): 8.8
SMILES: C=C(CC)SN

Each line ends with the Löwdin charge.
CARTESIAN COORDINATES (ANGSTROEM)
C 0.400 1.655 -0.140  -0.005
C 0.327 0.352 -0.461  -0.616
C -0.905 -0.448 -0.676  -0.318
C -1.761 -0.855 0.631  -0.087
S 1.708 -0.811 -0.539  0.847
N 2.773 -0.173 0.543  -0.368
H 1.139 2.400 0.021  0.043
H -0.572 2.158 -0.255  0.065
H -0.618 -1.493 -1.108  0.092
H -1.720 -0.070 -1.389  0.121
H -2.026 -0.068 1.211  0.011
H -1.013 -1.408 1.269  0.086
H -2.720 -1.296 0.318  0.075
H 2.622 -0.632 1.444  0.035
H 3.711 -0.443 0.295  0.018


A cluster of 2 separate species, C4H13NS in total in a non-equilibrium geometry. Source: the OMol25 dataset; level of theory: wB97M-V/def2-TZVPD.

Results
Orbital gap (spin up / spin down) (eV): 6.0 / 1.2
Spin multiplicity: 2
Expectation value of S²: 0.753
Charge: +1

Each line ends with the Löwdin charge.
CARTESIAN COORDINATES (ANGSTROEM)
C 1.158 0.559 2.759  -0.391
S 0.858 0.968 4.445  1.132
C -0.477 2.177 4.169  -0.284
H 1.657 -0.506 2.720  0.096
H 0.153 0.221 2.107  0.157
H 1.731 1.162 2.078  0.059
H -0.391 2.879 3.282  0.108
H -0.574 2.728 5.057  0.030
H -1.274 1.471 3.793  0.092
C -1.784 -1.970 -5.712  -0.136
N -0.456 -2.038 -5.036  -0.196
C 0.087 -0.725 -4.487  -0.147
H -1.879 -2.647 -6.608  0.099
H -1.554 -1.110 -6.146  -0.005
H -2.701 -1.728 -5.115  0.086
H -0.189 -2.882 -4.520  0.085
H 1.156 -0.916 -3.991  0.109
H 0.016 0.121 -5.168  0.053
H -0.597 -0.262 -3.728  0.053


A cluster of 2 separate species, C4H7NO2 in total in a non-equilibrium geometry. Source: the OMol25 dataset; level of theory: wB97M-V/def2-TZVPD.

Results
Orbital gap (eV): 10.8

Each line ends with the Löwdin charge.
CARTESIAN COORDINATES (ANGSTROEM)
O -0.966 -0.371 -2.156  -0.057
C 0.139 -0.527 -1.282  -0.258
C -0.329 -0.224 0.126  -0.489
C -0.364 1.230 0.512  -0.053
N -0.748 -1.206 0.821  0.146
C 2.349 -0.201 1.047  0.036
O 2.278 -0.208 2.179  0.057
H -1.640 -0.988 -1.837  0.092
H 0.555 -1.543 -1.319  0.117
H 0.905 0.180 -1.616  0.115
H -1.008 1.769 -0.192  0.090
H -0.737 1.376 1.530  0.082
H -1.109 -0.880 1.722  0.056
H 0.640 1.666 0.437  0.064


An isolated molecule of C6H12N2 in a non-equilibrium geometry. Source: the OMol25 dataset; level of theory: wB97M-V/def2-TZVPD.

Results
Orbital gap (eV): 9.2
SMILES: C[C@@H]1[C@]2(C)[C@@H](N)[C@]12N

Each line ends with the Löwdin charge.
CARTESIAN COORDINATES (ANGSTROEM)
C 0.281 -0.743 -2.423  -0.080
C 0.714 -0.452 -1.028  -0.190
C -0.290 -0.606 0.118  -0.299
C 0.182 -1.336 1.336  -0.054
C -1.294 0.540 0.276  -0.192
N -1.604 1.142 1.587  0.065
C 0.121 0.747 -0.299  -0.306
N 1.040 1.598 0.467  0.066
H 0.605 0.057 -3.096  0.076
H 0.730 -1.680 -2.768  0.074
H -0.806 -0.841 -2.504  0.084
H 1.757 -0.687 -0.865  0.139
H 0.180 -0.717 2.238  0.067
H -0.475 -2.192 1.517  0.080
H 1.197 -1.726 1.207  0.077
H -2.113 0.550 -0.438  0.117
H -0.899 1.866 1.758  0.064
H -2.484 1.655 1.533  0.076
H 1.216 1.183 1.381  0.064
H 1.945 1.644 0.003  0.073


Sequential calculated total energy output: -610.676193; -612.707459; -361.819487; -345.207819 hartree
Sequential ΔE to the lowest compared entry with this formula, charge and spin output: 2.109; 3.752; 1.670; 3.267 eV